A molecular structure, C44H57BrIrN2O6P2, computed with ωB97M-V/def2-TZVPD.

Values from the calculation:
- multiplicity = 6
- energy (eV) = -153261.225
- strongest force on any atom (eV/A) = 0.2
- charge = +2
- <S²> = 8.763

Structure (XYZ):
```
113
Properties=species:S:1:pos:R:3:forces:R:3:mulliken_charge:R:1
Ir 0.00187 0.11194 0.05961 0.093 -0.078 0.073 3.465
C -2.32965 2.63748 -1.27312 0.052 -0.029 0.001 -1.626
O -1.73699 1.33306 -1.48129 0.067 0.055 -0.078 0.748
C -2.16388 0.69259 -2.62979 -0.007 0.032 0.015 -0.279
C -2.97354 1.28248 -3.58703 -0.051 0.024 -0.029 -0.179
C -3.48306 0.50178 -4.61829 -0.003 -0.004 -0.009 -0.692
Br -4.60009 1.30830 -5.89705 0.006 -0.012 0.012 -0.121
C -3.19523 -0.84660 -4.70778 0.082 -0.001 -0.023 -1.020
C -2.32818 -1.42312 -3.78401 -0.063 0.075 -0.067 0.650
C -1.81480 -0.64307 -2.76062 -0.049 -0.091 0.014 0.241
O -0.98713 -1.18903 -1.78720 -0.110 0.069 0.092 1.689
C -2.02173 -2.86091 -3.88320 0.022 -0.067 0.007 -0.475
N -2.92071 -3.79480 -3.96425 -0.021 -0.016 0.112 -0.708
C -2.20081 -4.97570 -4.09455 0.037 -0.048 -0.039 0.548
C -2.65677 -6.29020 -4.20035 0.003 0.013 -0.008 -0.633
C -1.71096 -7.28656 -4.33246 -0.020 -0.017 -0.008 -0.635
C -0.33586 -6.99589 -4.36836 0.003 -0.013 0.008 -0.635
C 0.13360 -5.70209 -4.25383 0.009 -0.007 0.065 -0.824
C -0.82685 -4.70695 -4.10376 -0.055 0.012 -0.026 0.504
N -0.73279 -3.33896 -3.92253 0.044 0.055 -0.092 0.099
H -3.41421 2.55244 -1.32514 -0.003 0.006 0.012 0.512
H -1.96529 3.33644 -2.02540 -0.018 -0.010 -0.012 0.401
H -2.02636 2.96601 -0.28998 0.019 0.006 0.037 0.299
H -3.24638 2.32531 -3.54151 0.012 -0.020 0.017 0.684
H -3.61494 -1.46197 -5.49060 -0.013 0.015 -0.009 0.658
H -1.28819 -2.08858 -1.55644 0.091 0.002 -0.024 -1.100
H -3.71636 -6.50779 -4.19153 0.000 -0.001 -0.012 0.537
H -2.02906 -8.31585 -4.42986 -0.003 0.006 -0.002 0.423
H 0.36844 -7.80694 -4.49799 -0.001 0.008 0.001 0.422
H 1.19347 -5.48267 -4.28794 -0.005 -0.003 -0.008 0.548
H 0.08897 -2.77597 -4.06165 -0.041 -0.008 -0.004 -0.054
O 2.07287 2.18855 3.29878 -0.038 -0.016 0.000 -0.447
C 1.47996 1.50951 2.54977 0.070 -0.059 0.029 0.607
O 1.48260 0.47973 1.87927 -0.017 -0.018 0.008 -0.675
C -0.24324 2.32678 2.13058 -0.088 0.014 0.036 0.451
O -0.68524 3.01184 2.97386 0.030 -0.023 -0.028 -0.438
O -0.56139 1.95418 0.96299 -0.020 0.019 -0.092 -1.169
C -1.43932 -3.42739 3.49862 -0.034 -0.006 0.013 -1.539
C -0.71748 -2.16335 3.00413 -0.004 0.015 0.036 2.568
C -0.86659 -1.03086 4.02393 0.033 0.039 -0.042 -1.731
C 0.76737 -2.51990 2.86573 -0.008 -0.049 -0.017 -1.524
P -1.40986 -1.65734 1.32850 -0.013 -0.027 0.031 0.641
C -1.41505 -3.20155 0.37321 0.072 0.013 -0.041 0.350
C -0.18454 -3.66326 -0.10993 -0.030 0.025 0.000 -0.068
C -0.08657 -4.86946 -0.78230 0.016 -0.008 -0.011 -1.116
C -1.22322 -5.63798 -0.99433 0.020 0.017 0.007 -0.587
C -2.44971 -5.19479 -0.52160 0.021 -0.010 0.012 -1.317
C -2.54878 -3.99248 0.16156 -0.035 -0.040 0.021 -0.637
C -3.17456 -0.99887 1.42563 0.003 0.026 0.014 2.265
C -3.79010 -0.99747 0.02005 -0.023 0.001 -0.063 -2.106
C -3.18870 0.45668 1.91666 -0.031 -0.073 -0.001 -1.386
C -4.04681 -1.82821 2.38356 -0.022 -0.005 0.003 -2.032
H -0.97195 -3.71612 4.44226 0.008 0.003 -0.001 0.556
H -1.31881 -4.25944 2.80474 0.000 -0.002 0.013 0.274
H -2.49778 -3.27932 3.69239 0.084 -0.022 0.011 0.285
H -0.33519 -1.32006 4.93231 -0.007 0.004 -0.005 0.563
H -1.90183 -0.84961 4.30094 -0.061 0.013 -0.004 0.339
H -0.42624 -0.09362 3.67778 -0.022 -0.026 -0.001 0.250
H 1.12806 -2.79168 3.86008 -0.004 0.002 -0.006 0.692
H 1.37265 -1.68823 2.51852 0.020 0.045 -0.022 -0.106
H 0.91967 -3.39001 2.22624 0.005 0.026 0.006 0.289
H 0.70868 -3.06875 0.03824 -0.014 -0.009 -0.012 0.054
H 0.87460 -5.20359 -1.15225 -0.017 -0.011 -0.003 0.479
H -1.15660 -6.56990 -1.54084 0.012 0.006 -0.007 0.695
H -3.34030 -5.78609 -0.68707 0.003 0.002 -0.006 0.452
H -3.51861 -3.69046 0.52670 0.082 -0.052 -0.051 0.299
H -3.26012 -0.31267 -0.63710 0.003 0.007 -0.004 0.314
H -4.81455 -0.63011 0.11170 0.011 0.011 -0.006 0.727
H -3.83834 -1.97237 -0.46013 -0.007 0.067 0.011 0.293
H -2.76401 1.13089 1.17866 0.045 0.043 -0.038 -0.182
H -2.68489 0.60644 2.86808 0.049 -0.011 0.047 0.236
H -4.23306 0.74283 2.05624 0.008 0.010 0.004 0.668
H -4.04967 -2.89723 2.18137 -0.010 0.079 0.044 0.311
H -5.07165 -1.46914 2.27121 -0.005 0.005 -0.008 0.598
H -3.76670 -1.67482 3.42314 -0.002 0.022 0.011 0.415
C 1.58308 -0.19967 -3.88368 -0.068 0.034 0.059 -2.325
C 2.46046 -0.71609 -2.74036 -0.022 -0.061 -0.024 2.739
C 3.93715 -0.71400 -3.16622 0.020 0.059 -0.051 -1.634
C 2.09547 -2.16966 -2.41556 0.091 0.002 0.058 -1.405
P 2.23023 0.31262 -1.19130 -0.055 0.022 0.028 0.178
C 3.53193 -0.29099 -0.09097 -0.029 -0.021 -0.002 1.528
C 4.76591 0.33903 0.06572 0.071 0.019 0.002 -0.933
C 5.74409 -0.23077 0.86655 0.012 -0.012 0.000 -0.972
C 5.50797 -1.43434 1.51506 -0.010 0.013 -0.004 -0.973
C 4.28314 -2.07021 1.36488 0.007 -0.006 0.012 -0.732
C 3.30712 -1.49758 0.56884 -0.039 -0.023 0.025 -0.360
C 2.46217 2.15018 -1.51260 0.016 0.023 0.021 2.318
C 1.18887 2.73789 -2.13419 0.048 -0.003 -0.010 -2.262
C 2.68351 2.85188 -0.16417 -0.003 0.014 0.042 -1.938
C 3.62934 2.45706 -2.46547 -0.003 0.021 -0.010 -1.919
H 1.61554 -0.92132 -4.70425 0.021 0.007 -0.002 0.537
H 1.95194 0.74274 -4.28308 -0.011 0.024 -0.016 0.403
H 0.53899 -0.06464 -3.59407 0.025 -0.016 -0.005 0.409
H 4.02298 -1.36124 -4.04227 0.003 -0.005 0.006 0.548
H 4.58122 -1.12267 -2.38892 0.011 -0.003 -0.004 0.311
H 4.30711 0.26812 -3.45170 -0.032 -0.128 0.013 0.335
H 2.19772 -2.75243 -3.33549 0.003 -0.002 0.015 0.827
H 1.08085 -2.27578 -2.04183 -0.040 -0.004 -0.067 -0.649
H 2.78664 -2.60509 -1.69299 -0.012 0.006 -0.035 0.421
H 4.98454 1.27633 -0.42491 0.018 -0.096 0.036 0.233
H 6.69520 0.27138 0.98161 -0.002 -0.007 0.002 0.505
H 6.27476 -1.87322 2.13908 -0.003 0.002 -0.004 0.449
H 4.08731 -3.00549 1.87310 0.004 0.004 -0.002 0.519
H 2.34786 -1.99398 0.47287 0.035 0.022 0.017 -0.069
H 0.31328 2.53886 -1.52309 -0.064 0.022 0.066 0.409
H 1.00103 2.37836 -3.14362 -0.014 -0.045 -0.022 0.300
H 1.31372 3.82160 -2.18555 0.002 -0.006 -0.026 0.624
H 1.76436 2.86639 0.42050 0.020 -0.002 -0.008 0.292
H 2.94289 3.89256 -0.36491 -0.007 0.005 -0.001 0.657
H 3.48088 2.41979 0.43890 -0.115 0.081 -0.021 0.322
H 3.42005 2.12838 -3.48174 0.003 0.019 0.020 0.387
H 4.58556 2.04099 -2.15785 -0.036 0.026 -0.018 0.275
H 3.74008 3.54265 -2.49658 -0.008 0.011 0.004 0.595
```
Positions in Å, forces in eV/Å.